# 1
Here is a 2-piece molecular cluster, C16H17N overall at a distorted geometry from the Open Molecules 2025 dataset. Energies are from wB97M-V/def2-TZVPD.

Energy above the lowest of the compared OMol25 structures with the same formula, charge and spin in kJ/mol: 67.6
Maximum force in eV Å⁻¹: 2.65

Positions of all 34 atoms, in Å:
H -2.62906 -0.71890 0.15278
C 0.24297 -2.82100 -1.50632
C -1.89412 -1.37926 -0.27854
C -0.12757 -1.00701 1.59445
H 2.42757 1.09371 -1.65543
H -1.80945 1.46383 -1.40981
C 1.54601 1.58687 -1.28727
C -0.93219 -2.57365 -2.17694
C -0.60996 -1.41882 0.29616
C -0.69130 2.46339 0.13491
H -0.22761 0.77241 2.85448
C 0.26505 1.16658 -1.66930
C -0.82440 1.64922 -0.99279
H -0.98136 -0.68400 3.49020
H 2.59722 3.02377 -0.10113
H -2.80306 -1.58788 -2.21647
H 1.06792 4.92419 1.30116
H 1.39561 3.64423 2.37494
C -0.80995 -0.10821 2.58310
C 1.63840 2.60334 -0.36108
H 1.84459 -1.49514 2.52759
C 1.10135 -1.55266 1.74720
C -1.99527 -1.87870 -1.55950
H -1.53149 2.62964 0.80027
H 1.02549 -3.34545 -2.01478
H -1.08290 -2.81386 -3.21768
C 0.55488 2.99627 0.43283
C 0.33585 -2.32810 -0.19949
H 0.12867 0.51212 -2.51900
C 0.70851 3.94002 1.57825
H 2.19448 -2.94693 0.57189
H -0.25868 4.17107 2.02755
H -1.78238 0.24519 2.24420
N 1.43098 -2.30329 0.62823

Forces on atoms 1 to 6 (eV/Å):
-0.35 -0.11 0.00
-0.66 -0.13 -0.03
1.15 0.98 -0.81
-0.04 0.84 -0.06
0.23 0.21 -0.46
-0.02 -0.38 0.39



# 2
Here is a 2-piece molecular cluster, C16H17N overall at a distorted geometry from the Open Molecules 2025 dataset. Energies are from wB97M-V/def2-TZVPD.

Energy above the lowest of the compared OMol25 structures with the same formula, charge and spin in kJ/mol: 217.3
Maximum force in eV Å⁻¹: 3.99

Positions of all 34 atoms, in Å:
C -0.68940 -0.31901 -2.02741
H -1.22640 1.82134 -2.15535
H 3.26492 -0.78984 1.29945
H 4.50927 0.77824 0.08664
C -0.11128 -2.74975 -1.50846
H -0.01548 -2.24023 3.00219
H 3.41919 2.88478 -0.72938
H -0.39106 -3.50139 -0.68524
C 1.38398 0.17750 1.17849
H -4.25307 -0.84122 -0.51952
C -1.65284 0.73656 -2.00066
H -3.71883 1.33947 -1.45777
C 0.72240 -1.37863 3.07288
N -0.64608 1.29684 1.01168
C -3.26994 -0.70750 -1.10564
H 0.77478 3.01657 -0.76220
C 2.72007 0.04367 0.87706
C -1.04820 -1.57695 -1.47642
C 0.44368 -0.33758 2.13447
C -2.93636 0.58795 -1.59866
C 0.68632 1.28287 0.45474
H 1.77179 -1.72088 3.00672
H 0.90013 -2.44679 -1.42520
C 2.80633 2.12518 -0.36842
C 1.35982 2.14681 -0.35407
H 0.40122 -0.11162 -2.07992
C -0.74140 0.35904 2.06022
C -2.39696 -1.73640 -0.99264
H -0.17659 -3.46876 -2.44778
H 0.42008 -1.07721 4.08253
H -1.53941 0.17914 2.73250
H -1.49504 1.69853 0.54895
H -2.61174 -2.58741 -0.33832
C 3.47192 1.01114 0.11450

Forces on atoms 1 to 6 (eV/Å):
-0.55 -0.58 1.89
-0.95 -2.18 -0.10
0.17 -0.06 0.10
0.75 0.55 -0.35
-1.45 -2.84 -0.17
1.18 0.46 -0.60



Among the records above, which one has the highest maximum force?
number 2



Which of these has the lowest maximum force?
number 1